Molecular formula: C5H10BrN
Method: DFT, ωB97M-V/def2-TZVPD

The geometry in XYZ format:
```
17
Properties=species:S:1:pos:R:3:forces:R:3
C -1.779 -1.039 -1.065 -0.835 1.610 0.226
C -0.384 -0.551 -0.842 -1.014 0.509 1.985
C 1.337 0.679 2.179 -1.124 -0.297 -0.557
C 0.034 0.763 -0.198 -0.387 -0.761 1.426
C 1.427 0.690 0.564 -1.204 -0.628 2.634
N -2.084 -0.729 -2.462 -1.380 2.061 1.466
Br -1.774 -1.947 -3.639 0.617 -2.050 -1.559
H -1.829 -2.082 -0.816 -0.075 -0.820 -0.089
H -2.594 -0.509 -0.470 1.197 -0.399 -0.590
H 0.270 -1.268 -1.262 1.364 -0.127 -0.179
H 0.922 1.586 2.638 -0.203 0.062 -0.596
H 2.312 0.630 2.618 0.838 -0.233 -0.047
H 0.760 -0.155 2.645 0.289 0.358 -0.751
H 0.264 1.319 -1.071 -0.076 1.426 -0.809
H -0.830 1.306 0.436 1.947 -1.349 -1.518
H 1.923 -0.287 0.341 -0.049 1.142 -0.357
H 2.023 1.595 0.405 0.094 -0.504 -0.685
```
Forces are in eV/Å.

Output
Max |F|: 2.96 eV/Å
2S+1: 3
Orbital gap (alpha / beta): 8.64 / 8.57 eV
Expectation value of S²: 2.0101
Energy above the lowest of the compared OMol25 structures with the same formula, charge and spin: 0.000 eV